[1]
The following is a DFT calculation (ωB97M-V/def2-TZVPD) of a 2-piece molecular cluster, C2H4OS2 overall at a distorted geometry.

Positions of all 9 atoms, in Å:
H (-0.25838, -1.73183, -1.06568)
C (0.44208, -0.82820, -0.85383)
H (0.04596, 1.53035, 0.13857)
S (1.61244, -0.56304, 0.27691)
O (1.64042, -1.61509, 1.22033)
H (0.30707, -0.07431, -1.56342)
S (-2.14928, 1.22260, -0.38352)
H (-0.73631, 0.84902, 1.61612)
C (-0.90399, 1.21050, 0.61453)

Charge: 0
LUMO level in eV: -0.6
HOMO level in eV: -9.02
ΔE to the lowest compared entry with this formula, charge and spin in kJ/mol: 297.6

Atom charges from the Löwdin analysis, given in e for atoms 1 to 8:
1 H 0.09
2 C -0.33
3 H -0.03
4 S 0.84
5 O -0.54
6 H -0.02
7 S 0.63
8 H 0.02



[2]
The following is a DFT calculation (ωB97M-V/def2-TZVPD) of C16H28F5NO9P2TeZr as an isolated structure at a distorted geometry.

Positions of all 63 atoms, in Å:
O (-0.66088, -1.72954, -1.19263)
C (-2.84863, -1.94656, -2.88228)
C (-3.61751, -1.53139, 3.94369)
H (5.74932, 1.46803, -0.18000)
F (-3.24910, 4.13795, 0.06946)
C (3.34135, -0.67464, -2.07395)
H (2.54121, 1.22638, 2.87495)
O (-4.40325, 1.80153, 1.30320)
H (2.88472, -0.73873, -3.06057)
C (-0.67650, -3.86997, -2.85264)
C (2.31775, -0.80124, -0.97560)
F (-0.74201, 3.75273, 0.04947)
H (4.24569, 2.89671, 1.25023)
H (-3.10600, -0.88830, -2.88676)
O (0.10523, -3.26009, 2.82490)
H (3.55501, 3.61361, -0.21706)
H (2.76609, -0.76131, 0.01434)
H (0.38929, -4.01900, -2.68005)
F (-1.92391, 3.97216, -2.23229)
Te (-2.18613, 2.91223, -0.77013)
C (-3.33708, 1.32015, 1.48032)
O (-2.16498, 1.79083, 0.93153)
H (-3.40354, -2.43522, -2.08256)
P (1.65787, 1.81962, -0.46568)
C (1.51701, 1.44035, 3.17743)
C (4.04790, 2.72974, 0.19350)
H (1.54094, 2.03888, 4.08828)
H (0.83468, -1.36379, -3.78921)
H (-0.41996, -0.10901, -3.64284)
O (-1.11148, 1.53012, -1.36974)
F (-3.69849, 2.19176, -1.51971)
Zr (-0.80616, 0.01010, -0.03827)
H (-4.28712, -1.92697, 4.69516)
N (-1.91238, -0.51635, 2.03132)
C (-0.23546, -1.16752, -3.83525)
H (3.88835, 0.26328, -2.00515)
C (5.29610, 2.37895, -0.56922)
P (-1.09719, -2.15258, -2.62083)
O (0.68637, 1.37136, 0.89222)
H (1.01672, 0.49811, 3.40658)
H (-0.59914, -1.41405, -4.83378)
C (-2.42404, -2.18709, 3.65514)
H (-0.91811, -4.17447, -3.87169)
H (4.06297, -1.48701, -1.97891)
H (-4.86444, 0.16576, 3.44061)
O (0.32806, -1.57680, 1.36493)
C (0.77386, 2.19531, 2.10603)
C (-0.30349, -2.17696, 2.22812)
F (-2.69613, -0.37673, -0.43906)
C (-3.05488, 0.10008, 2.30378)
O (3.10109, 1.59984, 0.14874)
H (-2.13771, -3.09803, 4.16143)
C (-1.60856, -1.63715, 2.68519)
O (1.31130, 0.28366, -1.07204)
H (-3.11772, -2.39443, -3.84035)
H (1.27212, 3.12699, 1.83228)
C (-3.94457, -0.37213, 3.25596)
H (-0.24563, 2.44086, 2.38999)
H (0.97605, -3.53790, 2.49255)
H (-1.24545, -4.48528, -2.15578)
H (1.73348, -1.71239, -1.06312)
H (5.09025, 2.25588, -1.63245)
H (6.01685, 3.18967, -0.46170)

Charge: +2
LUMO level in eV: -6.8
HOMO level in eV: -15.83
ΔE to the lowest compared entry with this formula, charge and spin in kJ/mol: 75.8

Atom charges from the Löwdin analysis, given in e for atoms 1 to 8:
1 O -0.50
2 C -0.15
3 C 0.04
4 H 0.09
5 F -0.27
6 C -0.04
7 H 0.08
8 O 0.21



[3]
The following is a DFT calculation (ωB97M-V/def2-TZVPD) of an isolated ion of composition C2H4N3OS and charge +1 at a distorted geometry.

Positions of all 11 atoms, in Å:
O (-0.68236, 1.23370, -0.00765)
H (0.76372, -1.72738, 0.39977)
C (-0.54817, -0.09888, -0.06564)
N (0.32499, 2.10898, 0.13344)
N (0.73644, -0.73747, 0.05411)
C (2.03300, -0.49683, -0.05275)
N (-1.67307, -0.83889, -0.14164)
H (-1.89799, -1.68623, -0.65008)
H (-0.02897, 3.02891, 0.33856)
S (3.53280, -0.27875, -0.31987)
H (-2.56038, -0.50715, 0.31174)

Charge: +1
LUMO level in eV: -5.9
HOMO level in eV: -11.74
ΔE to the lowest compared entry with this formula, charge and spin in kJ/mol: 520.8

Atom charges from the Löwdin analysis, given in e for atoms 1 to 8:
1 O -0.04
2 H 0.20
3 C -0.32
4 N 0.05
5 N 0.12
6 C -0.56
7 N 0.16
8 H 0.13